Entry 1:
Computed, not measured: a 12-piece molecular cluster, C40H107N3O20 overall at a distorted geometry, with ωB97M-V with the def2-TZVPD basis set.

XYZ file:
```
170
C40H107N3O20, DFT ωB97M-V with the def2-TZVPD basis set
C 7.1478 -3.8389 1.4072
H -1.4081 -0.2635 1.8012
H -3.1556 1.0766 -4.7905
H 9.5958 3.7996 0.9079
H 1.0458 3.7312 2.9036
H -6.0377 0.4519 3.4155
C -4.1176 -0.1840 4.0831
H 3.7800 1.9086 0.5508
C 4.2008 -2.5034 1.7354
H 7.5144 -6.8714 -0.1717
H 4.1739 -3.5939 1.8672
H -4.9315 -1.0838 -4.1780
H -0.9522 -3.2298 -1.8268
H -2.1579 -0.2737 -0.3775
H 3.3386 0.7419 -1.2792
H -2.8982 -4.6067 -0.8882
O 7.3276 -4.8885 -0.7305
H -4.0306 -0.1658 1.5304
H -0.7499 2.2206 -1.8425
O 3.7325 -2.1699 0.4376
O 1.1099 -0.4042 4.5040
H 8.8390 -3.6946 0.0176
C -3.4365 -6.6506 -0.7152
H 0.3005 -2.2836 4.6749
H 2.9359 1.0322 1.8507
C -1.2901 0.3809 -0.1935
H -5.7035 1.3489 -4.3068
H -1.0148 7.4817 -3.6051
N 6.5390 -2.6053 0.8944
O -0.2375 4.9629 -4.0260
H 4.8983 1.3920 -3.1163
H -0.6070 -1.6865 -2.5847
H 1.2197 4.0381 -0.7137
C -2.5286 4.3947 -3.9131
O -0.8708 4.5281 -0.3743
C 0.2579 -1.3068 5.1881
O -7.3647 -8.1889 -0.3208
C -5.6445 -6.6441 0.3739
H -1.7785 1.3634 -0.1187
O 7.6764 2.7064 -0.4033
C 7.5599 -6.2443 -1.0675
H 5.8499 4.0364 0.9736
C 1.3882 2.7897 2.4804
H -3.0577 -6.7787 -1.7357
H -5.1945 -7.1183 -1.5808
H 2.0216 -2.0506 -0.6927
H 6.8127 -6.5230 -1.8034
H -2.2064 3.8035 -3.0574
H 8.5578 -6.3586 -1.5097
C -0.8222 1.2375 -2.3136
H -2.6740 3.3970 1.0607
H -1.6387 -5.6322 -0.1691
H -0.5499 -3.5042 -4.2929
H 1.9278 -1.3340 0.9122
C 0.7932 -1.4776 6.5688
H -1.8695 -2.3942 -4.6005
H -1.5977 5.8299 -5.2561
O -3.1146 5.9789 0.6506
C -0.6123 -0.1152 1.0538
H 2.6018 0.4218 -2.8540
H 6.0614 -2.8437 0.0317
H -3.1378 -7.5675 -0.1805
C 7.6636 2.7880 1.0338
H -3.7149 -0.1423 -5.9757
H 0.7187 -0.1954 3.6439
H -0.6495 2.3582 2.3046
H -3.6795 0.8074 4.2089
H -4.0272 3.0973 2.1607
H 7.2123 1.9075 -0.6634
H -0.3012 -1.1469 0.8662
H 4.3455 2.9044 -1.1439
O -4.0905 -0.6338 -4.0456
H 3.5508 -2.0364 2.4874
H -7.7816 -6.5366 0.8507
H 4.3523 2.0803 2.1901
O 2.5327 3.0314 1.6831
N 0.4485 0.6602 1.6826
C 8.0870 -4.4123 0.3642
H -4.5106 -0.5225 5.0451
H 2.0490 6.1034 0.1798
C -7.0992 -6.8359 0.0510
H -6.9014 0.7599 -6.2359
O -6.0905 0.2763 -6.0566
H 7.7476 -3.5586 2.2740
H 3.3783 1.7278 -4.8591
C 0.5051 4.8594 -0.6063
C 2.9655 1.2087 -2.1902
H 8.6717 -5.2269 0.8162
C 6.8067 3.9431 1.4813
C -4.6855 5.9042 2.3971
H -8.8871 -8.8924 0.8784
H 5.9759 -2.0542 2.8604
H -0.7984 -1.0180 5.1887
O 0.7877 -0.2204 7.2632
H -3.2959 -3.8661 -3.5996
H 0.3960 5.6846 -3.9668
C -1.3287 -2.5085 -2.5543
C 3.4460 1.9557 1.5884
H -2.7364 7.1827 -3.4743
H -5.2200 -7.4450 1.0054
H -5.4455 -5.7559 0.9802
C -1.5580 5.5204 -4.2080
H 5.5784 -0.9122 1.6300
H -3.4487 -3.5091 2.2977
O -0.4280 0.2939 -1.3272
O -3.0449 -1.0289 3.6330
H 9.1688 3.3028 2.5189
H 1.6895 2.1319 3.3079
H 2.5894 3.0818 -4.1231
C 5.6204 -1.9912 1.8291
H -1.7492 -3.9051 2.0391
H -0.0723 1.2065 -3.1059
O -2.5616 -2.0381 -2.0140
H -7.2668 -8.7245 1.6823
N -4.8695 -6.4859 -0.8615
C -5.2458 1.1069 -5.2813
C 1.0145 5.8466 0.3975
O -2.4436 -4.2339 -3.8547
H 4.2861 3.2967 -4.6348
H -2.4397 5.4519 0.2039
O 0.2831 7.0671 0.3257
C -3.3168 3.8546 1.8171
C -1.5117 -3.1711 -3.9049
C 9.1057 3.0025 1.4645
H 2.1451 1.9004 -1.9777
C -4.0414 5.0840 1.3022
C 4.0326 2.0327 -2.8904
C -3.9475 0.3752 -5.0357
C 0.2439 2.0936 1.7290
C 2.3295 -2.1799 0.3435
H -3.5204 4.8011 -3.6931
H -5.4047 5.3159 2.9745
H 1.3067 0.4288 1.2031
C -2.7234 -5.4314 -0.1933
O 4.4457 3.1372 -2.0704
H 6.4190 -4.6489 1.5548
H -7.5403 -10.0176 0.5580
H 0.4694 5.4285 -1.5421
H -1.7904 0.9688 -2.7461
H 0.1689 -2.1651 7.1318
H -7.3252 -6.2248 -0.8266
H 7.3465 4.8958 1.4408
C 3.5669 2.5981 -4.2229
H 0.1766 2.5960 0.7581
H 9.6771 2.0749 1.4086
H -2.9933 -1.4610 -2.6605
H -5.6202 -1.1613 2.9142
C -7.8038 -8.9780 0.7613
O -4.7521 0.4000 1.8269
H -4.7862 4.8113 0.5477
H 7.3533 1.8401 1.4823
H 1.8802 -3.0949 0.7489
H -0.6132 6.9214 0.6497
H -2.6982 3.7257 -4.7603
O -3.1717 -5.0755 1.1047
H 6.6536 3.9099 2.5688
C -2.7275 -3.8234 1.5394
C -1.7561 6.7266 -3.3166
H -1.6623 6.5701 -2.2409
H -3.1016 -1.8623 4.1079
H -5.2824 6.6906 1.9256
H -3.9803 6.3752 3.0775
H 0.9877 5.4468 1.4173
H 1.3468 0.3527 6.7274
H -2.6666 4.0680 2.6717
H -5.0758 2.1046 -5.7077
H -2.6623 -3.0429 0.7732
H -1.1413 4.0317 -1.1533
H 1.8489 -1.7548 6.5055
C -5.2039 -0.1542 3.0533
```

The value obtained for the total energy is -3257.04260 a.u. The calculation puts the frontier orbital gap at 0.329 Eh. The spin multiplicity is 1. The calculation puts the energy above the lowest of the compared OMol25 structures with the same formula, charge and spin at 208.2 kJ/mol. The structure (SMILES) is COCCNCCOC.COCCNCCOC.COCCNCCOC.CC(C)O.CC(C)O.CC(C)O.CC(C)O.OCCO.OCCO.OCCO.OCCO.OCCO. Its net charge is 0.

---

Entry 2:
Computed, not measured: C40H110BrCuN10O10 as an isolated structure at a distorted geometry, with ωB97M-V with the def2-TZVPD basis set.

XYZ file:
```
172
C40H110BrCuN10O10, DFT ωB97M-V with the def2-TZVPD basis set
C -0.5018 -6.5393 1.0967
H 1.2972 -2.8479 4.5913
C 2.7094 -4.1310 -1.8269
H -5.3855 5.0921 -4.3044
H 6.8114 1.3272 -3.7659
C 1.2311 -1.7871 4.9962
H 6.3437 2.7425 1.6647
N 2.2038 0.6092 1.4781
H 5.5353 -2.8765 -4.1255
H -0.1652 2.9063 4.4866
C 4.5545 -0.0017 1.9248
H 0.0653 -7.9867 2.5445
H 1.8999 -2.0050 2.5708
O -3.1843 -3.1803 2.3452
N 4.0844 3.6579 3.5942
C -2.3475 -5.4899 -1.8579
H 4.4661 -1.4708 -4.1988
O 4.8917 0.8548 -3.0999
H 4.6232 3.8936 4.4039
H -3.9992 3.2250 -4.1419
C 6.2327 1.6485 1.5043
H -5.4938 3.2441 1.8344
Cu 0.2110 0.4581 2.0877
H 4.4004 -2.7041 -5.5582
H -5.9016 1.0168 1.6356
C 0.7946 2.4058 4.6168
H 2.7820 1.8004 -4.5671
O -1.3080 -5.5539 -0.8971
C -5.0526 4.8592 -3.3036
H 1.5035 -1.8923 6.0231
H -5.7619 6.7869 -2.5911
H -0.8903 -0.5980 -7.0513
H 1.7629 -2.0373 -5.2364
H 5.4223 4.8434 1.0989
C -0.1785 0.1430 -6.7112
C 2.7969 -1.7227 2.0014
H 2.8877 2.8682 -3.1248
N -6.2081 4.0805 -2.8775
H 0.7256 5.4082 0.5995
H 1.6130 2.9240 4.0758
C -2.2107 -0.2152 -3.0108
H -1.7612 3.3735 -5.0090
H -4.2037 0.6301 4.9143
H -3.5404 -1.4942 3.5508
H -5.1964 -2.6908 -1.6359
H -0.7653 4.8761 -4.4924
H 1.4907 -2.5577 -1.1856
H -3.4510 3.5857 -2.5166
H -2.8846 5.5477 3.4916
H -0.5531 -2.2634 2.8502
C 3.8472 -3.4371 -2.5476
H -0.3112 -1.4743 -3.6628
H 2.4990 -1.9104 0.9427
H -0.4383 -4.8918 2.3123
O 4.8124 1.4174 1.7865
H 0.6933 -4.1089 -1.4212
H -3.9609 2.6956 1.7119
H -2.5622 -2.9480 0.3881
H -5.5027 -2.1369 0.6152
H 6.6897 0.5882 -2.2315
C 0.6464 4.6198 1.3925
C -3.8594 1.4517 4.2705
C 0.4895 -0.5029 -5.5106
H -1.9105 -4.9025 -2.6474
C 6.2316 1.2772 -2.8482
C -3.3366 -2.6465 1.0467
H -4.5226 -5.1446 0.4690
C 4.5451 -2.5402 -4.4903
H 2.4084 1.5348 1.7354
C -0.8404 -7.5133 2.2093
C -1.7623 -6.2313 0.3210
N -4.4237 -2.8826 -1.0442
H -1.3203 -1.6146 -5.1342
C 5.2485 5.3502 2.0737
H 4.2672 0.0925 -1.3895
H 6.9235 1.1117 2.1043
O -4.4342 4.2240 3.1570
H -5.7844 -4.4748 1.5372
O -1.3997 0.1530 -4.1021
N -5.3185 0.6746 2.3722
H -6.5742 3.4207 -3.5603
H 6.2186 2.2906 -2.4187
O 1.6876 4.9075 2.3219
H -1.3179 3.6506 -3.3425
H -1.5236 -1.0722 3.2529
H -2.8387 -1.0427 -3.2948
H 1.2022 0.1074 -4.9193
O 3.5654 -3.3390 -3.8929
H 1.0877 2.5073 5.6690
C 3.9925 4.8968 2.7670
N 3.0870 -4.4131 -0.4397
H 4.3852 2.8850 2.9446
C -3.7290 4.0504 -3.4840
H -3.7256 -3.1338 4.2142
C -4.6847 -2.9071 0.3977
H 4.0676 -2.4297 -2.0731
H 1.8171 1.9367 -0.9644
H -4.5444 0.2746 1.9178
H -6.0414 -4.3829 -0.1587
H 6.4275 1.4668 0.4469
H -2.2689 -7.1371 -0.0514
H -5.0029 -2.4850 3.1434
H -2.5113 -6.4731 -2.2871
C -4.6843 3.0557 2.4500
H -0.0669 -4.5952 0.8623
H 0.1856 -6.9105 0.3101
H 2.9163 0.0758 3.3484
H -2.8504 4.6996 1.9073
H -6.0737 3.6521 -1.9858
C -3.0848 4.6055 2.9587
H 5.1867 6.4243 1.7966
H -4.0477 6.7436 -3.0690
H -3.8512 -2.1197 -1.1699
H 3.7141 -2.3077 2.2040
H 2.5505 -5.0744 -2.2818
H 0.7493 3.5488 1.0526
C -0.2379 0.2927 5.1454
O 0.5998 0.9983 4.3427
H -5.8125 2.0531 3.9127
C -5.0219 1.8197 3.2687
C -0.1634 -1.2157 4.6994
H -0.3143 4.6721 1.8703
H 5.1256 -0.4075 2.8628
H -4.4626 6.1278 -1.5153
H -3.7504 2.3279 4.9141
C 1.4016 -3.3931 -1.8600
H 0.1043 0.2587 6.1693
H 0.6535 -2.4086 -6.4723
Br -1.7761 1.1266 0.8774
H 2.5095 -0.0983 -2.9937
N 1.7153 0.9983 -1.3169
C -0.6574 -0.9165 -4.5527
H -0.6161 1.1075 -6.5363
N -0.5259 -1.3104 3.2884
H -2.7899 0.6707 -2.6877
H 3.0495 3.8711 1.1396
C -1.5646 4.1847 -4.2583
H -2.9781 1.2133 3.6426
H 2.2505 -4.6609 0.0863
O -2.7474 4.8923 -4.0599
H 1.3430 2.2337 -3.6905
N 1.2081 -1.6845 -5.9980
C -3.9172 -2.5117 3.3605
H -3.1038 -1.5866 1.1090
C -5.2682 -4.3366 0.5977
H 0.9893 -2.9601 -2.7843
H 3.7738 -5.1815 -0.4350
H 0.7328 0.8589 -1.4265
C -4.8228 6.2176 -2.5717
H 3.0071 5.6579 0.9701
N 0.1461 -5.3110 1.5341
H 3.6789 5.7307 3.4085
H 6.0528 5.1084 2.7813
H -1.2877 0.6578 5.1473
H -1.5442 -0.4209 -2.1483
H -1.4331 -7.0689 3.0179
H -2.3485 3.9368 3.3856
H 4.7682 -0.5096 1.0180
C 2.9224 4.8379 1.6885
H -1.5187 -8.2164 1.6999
H -2.5457 -5.6396 0.7895
H -3.2354 -4.9600 -1.4464
C 2.5673 0.8879 -2.4936
C 3.0761 -0.2157 2.2827
H 2.2155 0.4758 0.4975
H -0.8971 -1.8127 5.3094
H 0.5844 0.2593 -7.5254
H 2.0207 -1.2872 4.4410
C 4.0394 0.9451 -1.9992
C 2.3895 1.9725 -3.5606
H 4.2130 1.8076 -1.3436
H 4.7739 -4.0586 -2.4606
```

The value obtained for the total energy is -7104.26530 a.u. The calculation puts the frontier orbital gap at 0.302 Eh. The spin multiplicity is 1. The calculation puts the energy above the lowest of the compared OMol25 structures with the same formula, charge and spin at 0.0 kJ/mol. Its net charge is 0.